Entry 1:
The following is a quantum chemistry calculation of a 2-piece molecular cluster, CHOS overall at a distorted geometry, from OMol25.

Positions of all 4 atoms, in Å:
1 C -1.440 -0.005 -0.434
2 O -1.287 -1.078 -0.071
3 S 1.774 0.301 -0.068
4 H 0.954 0.781 0.573

LUMO energy = 0.1573 Eh
E_HOMO = -2.4 eV
charge = -1
frontier orbital gap = 6.66 eV
electronic energy = -13935.69047 eV

Entry 2:
The following is a quantum chemistry calculation of the molecule C22H28N2O3S, from OMol25.

Positions of all 56 atoms, in Å:
1 C -5.880 -1.177 -0.314
2 H -6.749 -0.827 0.238
3 O -5.169 -0.027 -0.706
4 C -4.011 -0.308 -1.452
5 C -2.907 -0.895 -0.627
6 C -2.666 -0.716 0.700
7 C -1.524 -1.407 1.147
8 C -0.872 -2.089 0.159
9 S -1.715 -1.918 -1.351
10 C 0.338 -2.899 0.439
11 O 0.391 -3.519 1.489
12 N 1.366 -2.910 -0.453
13 C 1.535 -1.934 -1.504
14 H 0.588 -1.710 -1.989
15 C 2.147 -0.665 -0.915
16 H 2.259 0.070 -1.709
17 C 3.500 -0.961 -0.261
18 C 3.378 -2.163 0.690
19 C 2.655 -3.350 0.047
20 H 2.488 -4.133 0.788
21 H 3.230 -3.757 -0.788
22 H 4.368 -2.475 1.024
23 H 2.803 -1.866 1.571
24 C 4.037 0.238 0.534
25 C 4.195 1.541 -0.260
26 C 2.893 2.146 -0.770
27 O 2.742 2.465 -1.929
28 N 1.947 2.296 0.200
29 C 0.565 2.466 0.057
30 C -0.054 2.608 -1.180
31 C -1.431 2.705 -1.241
32 C -2.200 2.672 -0.091
33 C -1.593 2.542 1.152
34 C -0.212 2.434 1.212
35 H 0.269 2.320 2.175
36 C -2.402 2.532 2.413
37 H -3.460 2.414 2.193
38 H -2.268 3.471 2.950
39 H -2.083 1.725 3.071
40 H -3.276 2.746 -0.155
41 H -1.909 2.811 -2.204
42 H 0.542 2.639 -2.077
43 H 2.240 2.107 1.149
44 H 4.831 1.373 -1.130
45 H 4.687 2.283 0.376
46 H 3.382 0.400 1.395
47 H 5.019 -0.031 0.931
48 H 4.215 -1.209 -1.054
49 H 1.450 -0.272 -0.169
50 H 2.204 -2.366 -2.255
51 H -1.176 -1.402 2.165
52 H -3.294 -0.116 1.331
53 H -4.241 -0.979 -2.294
54 H -3.686 0.657 -1.860
55 H -6.209 -1.752 -1.188
56 H -5.276 -1.826 0.329

LUMO energy = 0.0214 Eh
E_HOMO = -8.5 eV
charge = 0
frontier orbital gap = 9.04 eV
electronic energy = -43227.27371 eV

Entry 3:
The following is a quantum chemistry calculation of C13H15N8O5STc as an isolated structure at a distorted geometry, from OMol25.

Positions of all 43 atoms, in Å:
1 Tc 0.119 -0.179 1.076
2 O -0.351 1.691 2.360
3 C -1.739 1.964 2.179
4 C -2.452 0.626 2.305
5 N -1.993 -0.338 1.287
6 C -2.596 -0.076 -0.024
7 C -1.673 0.847 -0.868
8 O -2.044 1.295 -1.925
9 O -0.496 1.026 -0.369
10 C -2.230 -1.688 1.805
11 C -1.113 -1.986 2.874
12 O -1.359 -2.634 3.851
13 O 0.015 -1.454 2.544
14 H 0.169 2.498 2.251
15 H -2.095 2.641 2.965
16 H -1.923 2.430 1.203
17 H -2.206 0.215 3.289
18 H -3.536 0.769 2.251
19 H -2.687 -1.011 -0.583
20 H -3.591 0.375 0.040
21 H -3.220 -1.814 2.252
22 H -2.099 -2.433 1.014
23 C 0.780 1.267 -4.688
24 C 0.329 0.126 -3.875
25 N -0.549 -0.759 -4.220
26 N -0.706 -1.575 -3.172
27 C 0.071 -1.212 -2.141
28 S 0.148 -2.002 -0.634
29 N 0.768 -0.132 -2.587
30 N 1.673 0.572 -1.824
31 H 0.551 1.073 -5.731
32 H 1.848 1.443 -4.573
33 H 0.237 2.164 -4.385
34 H -1.329 -2.369 -3.240
35 H 1.483 1.567 -1.872
36 H 2.638 0.367 -2.071
37 N 2.039 -0.102 1.184
38 C 3.156 -0.257 1.508
39 C 4.445 -0.460 1.877
40 C 4.711 -1.243 3.016
41 N 4.920 -1.877 3.948
42 C 5.512 0.094 1.153
43 N 6.376 0.549 0.551

LUMO energy (alpha / beta) = -0.1664 / -0.2232 Eh
E_HOMO (alpha / beta) = -12.1 / -11.7 eV
charge = +1
multiplicity = 4
frontier orbital gap (alpha / beta) = 7.56 / 5.67 eV
electronic energy = -48908.73351 eV

Entry 4:
The following is a quantum chemistry calculation of a 2-piece molecular cluster, C2F2O5S overall at a distorted geometry, from OMol25.

Positions of all 10 atoms, in Å:
1 C -2.325 0.489 -0.104
2 C -1.081 -0.374 -0.003
3 O -2.833 0.750 -1.223
4 O 2.782 -0.007 1.417
5 O -2.684 0.819 1.064
6 O 2.921 -0.985 -0.823
7 O 2.579 1.503 -0.531
8 F -0.867 -1.057 1.174
9 F -0.856 -1.277 -0.969
10 S 2.365 0.138 -0.002

LUMO energy (alpha / beta) = 0.2359 / 0.2216 Eh
E_HOMO (alpha / beta) = -0.9 / -1.2 eV
charge = -2
frontier orbital gap (alpha / beta) = 7.31 / 7.20 eV
electronic energy = -28580.15602 eV

Entry 5:
The following is a quantum chemistry calculation of a 6-piece molecular cluster, C19H50Br2NO22P5 overall at a distorted geometry, from OMol25.

Positions of all 99 atoms, in Å:
1 C -3.047 2.372 1.959
2 C -2.315 1.298 1.012
3 Br -2.290 1.729 -0.921
4 C -1.736 0.120 1.559
5 Br -1.885 -0.180 3.518
6 N -1.065 -0.858 0.685
7 C 0.057 -1.543 1.395
8 O 0.057 -2.783 1.357
9 O 1.102 -0.834 2.039
10 H -3.645 3.089 1.303
11 H -3.683 1.881 2.767
12 H -2.236 3.013 2.462
13 H -0.576 -0.316 -0.060
14 H 1.670 -0.429 1.339
15 C 5.408 -5.550 0.581
16 O 6.100 -4.638 1.436
17 P 5.079 -3.702 2.457
18 O 6.197 -2.737 2.810
19 O 5.003 -4.926 3.552
20 C 6.215 -5.464 4.061
21 O 3.922 -2.821 3.371
22 C 2.561 -3.148 3.077
23 H 6.140 -6.131 0.021
24 H 4.788 -6.233 1.171
25 H 4.779 -4.995 -0.121
26 H 7.062 -4.789 3.930
27 H 6.425 -6.411 3.557
28 H 6.081 -5.658 5.128
29 H 2.373 -4.208 3.271
30 H 2.343 -2.920 2.034
31 H 1.911 -2.550 3.714
32 C -4.250 -6.192 5.232
33 O -3.522 -4.970 5.350
34 P -1.937 -5.141 6.000
35 O -1.801 -3.649 6.245
36 O -1.342 -5.542 4.521
37 C -1.572 -4.660 3.430
38 O -0.403 -5.473 6.700
39 C -0.186 -6.845 7.033
40 H -5.210 -5.982 4.760
41 H -3.700 -6.908 4.614
42 H -4.424 -6.619 6.223
43 H -1.828 -3.649 3.751
44 H -2.382 -5.059 2.814
45 H -0.663 -4.616 2.827
46 H -0.264 -7.472 6.140
47 H -0.920 -7.168 7.777
48 H 0.814 -6.948 7.454
49 C -5.071 4.897 -6.449
50 O -5.400 4.995 -5.064
51 P -4.067 4.789 -3.995
52 O -4.971 4.613 -2.789
53 O -3.644 6.367 -4.169
54 C -4.617 7.371 -3.907
55 O -2.647 4.519 -3.065
56 C -1.483 4.236 -3.843
57 H -5.968 5.100 -7.036
58 H -4.302 5.629 -6.714
59 H -4.714 3.890 -6.677
60 H -5.444 7.008 -3.295
61 H -5.007 7.745 -4.856
62 H -4.127 8.194 -3.382
63 H -1.263 5.067 -4.518
64 H -1.633 3.320 -4.421
65 H -0.637 4.094 -3.168
66 C -2.968 11.745 1.846
67 O -3.734 11.340 0.712
68 P -2.858 11.308 -0.769
69 O -4.126 11.209 -1.598
70 O -2.273 9.811 -0.426
71 C -3.193 8.771 -0.121
72 O -1.858 11.371 -2.166
73 C -0.526 11.824 -1.922
74 H -3.596 11.675 2.735
75 H -2.099 11.094 1.975
76 H -2.638 12.780 1.722
77 H -4.204 8.985 -0.473
78 H -3.212 8.617 0.960
79 H -2.843 7.853 -0.598
80 H -0.023 11.165 -1.209
81 H -0.544 12.845 -1.534
82 H 0.024 11.813 -2.864
83 C 2.752 -6.134 -2.853
84 O 4.155 -6.341 -2.693
85 P 4.921 -7.078 -4.048
86 O 6.178 -7.388 -3.255
87 O 5.061 -5.622 -4.797
88 C 5.704 -4.557 -4.109
89 O 5.524 -7.855 -5.456
90 C 4.534 -8.145 -6.445
91 H 2.373 -5.614 -1.973
92 H 2.552 -5.524 -3.739
93 H 2.242 -7.096 -2.947
94 H 6.335 -4.906 -3.290
95 H 4.945 -3.876 -3.716
96 H 6.325 -4.014 -4.824
97 H 4.049 -7.224 -6.781
98 H 3.787 -8.829 -6.035
99 H 5.021 -8.621 -7.297

LUMO energy = -0.0979 Eh
E_HOMO = -8.9 eV
charge = 0
frontier orbital gap = 6.20 eV
electronic energy = -253565.12198 eV

Entry 6:
The following is a quantum chemistry calculation of a 2-piece molecular cluster, C13H31N5O2PS overall at a distorted geometry, from OMol25.

Positions of all 53 atoms, in Å:
1 C 3.816 0.189 1.480
2 C 3.164 1.369 0.745
3 C 2.527 0.848 -0.568
4 C 0.991 1.025 -0.650
5 C 0.643 1.161 -2.134
6 C 0.340 -0.184 0.071
7 N 0.238 0.041 1.519
8 C -0.621 1.143 1.871
9 C -2.002 1.126 1.204
10 S -3.163 0.165 2.250
11 N -1.966 0.647 -0.235
12 C -3.331 0.444 -0.788
13 C -4.276 1.639 -0.581
14 N -3.696 2.930 -0.955
15 C -1.072 -0.557 -0.353
16 P -1.226 -1.566 -1.904
17 N -0.052 -2.534 -2.162
18 O -1.489 -0.653 -3.187
19 O -2.589 -2.380 -1.758
20 H 4.152 0.439 2.476
21 H 3.086 -0.615 1.527
22 H 4.608 -0.200 0.862
23 H 2.437 1.847 1.385
24 H 3.967 2.044 0.488
25 H 2.817 -0.178 -0.763
26 H 2.956 1.425 -1.373
27 H 0.805 1.983 -0.176
28 H -0.353 1.551 -2.329
29 H 1.334 1.849 -2.601
30 H 0.758 0.221 -2.651
31 H 1.019 -1.015 -0.015
32 H 1.156 0.126 1.928
33 H -0.787 1.112 2.933
34 H -0.167 2.122 1.683
35 H -2.364 2.133 1.249
36 H -2.835 -1.116 2.007
37 H -1.567 1.429 -0.764
38 H -3.306 0.317 -1.856
39 H -3.789 -0.446 -0.397
40 H -5.080 1.461 -1.281
41 H -4.673 1.657 0.420
42 H -3.421 3.491 -0.165
43 H -2.959 2.861 -1.643
44 H -1.436 -1.218 0.420
45 H 0.656 -2.420 -1.438
46 H -2.395 -0.784 -3.512
47 H -2.377 -3.236 -1.353
48 C 3.870 -3.612 2.250
49 C 3.068 -3.690 1.038
50 N 2.447 -3.751 0.083
51 H 3.472 -4.268 3.021
52 H 4.897 -3.900 2.039
53 H 3.854 -2.588 2.617

LUMO energy = -0.0939 Eh
E_HOMO = -12.3 eV
charge = +1
frontier orbital gap = 9.76 eV
electronic energy = -45647.37041 eV